#a
Entry from the OMol25 dataset: C4H9N in the gas phase (ωB97M-V with the def2-TZVPD basis set).

Properties
HOMO in eV: -8.9
Kohn-Sham gap in eV: 10.07
SMILES: CC1(N)CC1
Multiplicity: 1
Net charge: 0

Each line ends with the natural charge from an NBO analysis.
Cartesian coordinates (Å):
1 C 1.04605 -1.03753 -0.07876  -0.589
2 C 0.18487 0.12948 -0.01101  0.049
3 N 0.89585 1.33420 -0.02497  -0.834
4 C -1.07682 -0.10655 0.74488  -0.435
5 C -1.10652 0.03197 -0.72970  -0.411
6 H 1.78168 -1.04476 -0.96870  0.213
7 H 1.71409 -1.17647 0.80196  0.208
8 H 0.41283 -1.94368 -0.10771  0.201
9 H 1.06655 1.61046 1.00695  0.362
10 H 0.43512 2.23823 -0.60133  0.375
11 H -1.24122 -1.07726 1.20829  0.221
12 H -1.34448 0.85220 1.23023  0.215
13 H -1.58654 1.00139 -1.09107  0.211
14 H -1.18148 -0.81168 -1.37904  0.216



#b
Entry from the OMol25 dataset: 2 unconnected molecules or ions with the total composition C4H9N (ωB97M-V with the def2-TZVPD basis set).

Properties
HOMO in eV: -8.5
Kohn-Sham gap in eV: 8.80
SMILES: C=NC.C=C
Multiplicity: 1
Net charge: 0

Each line ends with the natural charge from an NBO analysis.
Cartesian coordinates (Å):
1 C -0.08968 2.28531 1.80875  -0.042
2 N -0.08439 1.02206 2.07180  -0.416
3 C 1.06241 0.23962 1.79656  -0.460
4 H -0.58976 2.86995 2.55527  0.166
5 H -0.10043 2.53435 0.74276  0.154
6 H 1.01180 -0.68582 2.37513  0.217
7 H 2.04852 0.82521 1.75259  0.213
8 H 1.10257 -0.18405 0.70419  0.169
9 C -0.45019 -2.38650 -2.96952  -0.379
10 C -0.65771 -1.11428 -2.55117  -0.371
11 H -0.68749 -2.57976 -3.94969  0.188
12 H 0.05658 -3.13375 -2.42421  0.194
13 H -1.19821 -0.37802 -3.05505  0.182
14 H -0.24190 -0.56741 -1.71129  0.186



#c
Entry from the OMol25 dataset: C4H9N in the gas phase (ωB97M-V with the def2-TZVPD basis set).

Properties
HOMO in eV: -8.2
Kohn-Sham gap in eV: 9.24
SMILES: C=C(N)CC
Multiplicity: 1
Net charge: 0

Each line ends with the natural charge from an NBO analysis.
Cartesian coordinates (Å):
1 C 0.58310 1.09841 -0.97026  -0.560
2 C 0.43142 -0.06436 -0.32716  0.233
3 N 1.32265 -1.15995 -0.58448  -0.821
4 C -0.52676 -0.42290 0.78506  -0.459
5 C -1.67828 0.56323 0.92393  -0.601
6 H 0.17261 2.01926 -0.57616  0.200
7 H 0.79936 1.18959 -2.02554  0.213
8 H 2.16160 -0.74401 -0.96186  0.371
9 H 1.54095 -1.61567 0.27654  0.365
10 H -0.87540 -1.42116 0.52422  0.222
11 H -0.00320 -0.45987 1.74457  0.210
12 H -2.25605 0.68497 0.01447  0.213
13 H -1.25706 1.54274 1.15278  0.204
14 H -2.39576 0.30567 1.70279  0.210



Energetically preferred structure: #c | next structure: +0.0289 hartree



#a
Entry from the OMol25 dataset: a molecular structure, C4H9N (ωB97M-V with the def2-TZVPD basis set).

Properties
HOMO in eV: -6.4
Kohn-Sham gap in eV: 5.50
Multiplicity: 1
Net charge: 0

Each line ends with the natural charge from an NBO analysis.
Cartesian coordinates (Å):
1 C -1.96789 -0.22900 0.08891  -0.541
2 N 0.64223 -0.16040 1.60226  -0.974
3 C 0.46398 0.34829 0.28697  -0.169
4 C -0.67680 -0.18753 -0.46584  0.056
5 C 1.73843 0.39595 -0.57128  -0.614
6 H -1.17789 -1.02746 0.52184  0.364
7 H -2.67806 -0.60732 -0.62943  0.235
8 H -2.25968 0.33478 0.96284  0.285
9 H 0.26454 -1.10709 1.70348  0.274
10 H 0.13981 1.38580 0.42668  0.235
11 H -0.59813 -0.36120 -1.53249  0.236
12 H 1.58680 0.87183 -1.55391  0.177
13 H 2.51786 0.99737 -0.12479  0.231
14 H 2.00482 -0.65400 -0.71525  0.203



#b
Entry from the OMol25 dataset: C4H9N in the gas phase (ωB97M-V with the def2-TZVPD basis set).

Properties
HOMO in eV: -9.3
Kohn-Sham gap in eV: 10.52
SMILES: NCC1CC1
Multiplicity: 1
Net charge: 0

Each line ends with the natural charge from an NBO analysis.
Cartesian coordinates (Å):
1 N 1.23935 -0.59512 -1.67175  -0.890
2 C 0.98034 0.18734 -0.32129  -0.199
3 C -0.32954 0.18796 0.00603  -0.303
4 C -1.13699 -0.59291 0.86583  -0.385
5 C -1.12351 0.99136 1.05648  -0.436
6 H 2.22562 -0.71612 -2.26439  0.381
7 H 1.01570 -1.58356 -1.57385  0.352
8 H 1.47710 -0.19337 0.57396  0.174
9 H 1.38274 1.20982 -0.42115  0.205
10 H -0.78239 0.20158 -1.02328  0.226
11 H -2.00155 -1.03987 0.47111  0.220
12 H -0.69482 -1.17620 1.81810  0.203
13 H -2.08544 1.59770 0.82364  0.236
14 H -0.16662 1.52139 1.66056  0.215



#c
Entry from the OMol25 dataset: C4H9N in the gas phase (ωB97M-V with the def2-TZVPD basis set).

Properties
HOMO in eV: -8.4
Kohn-Sham gap in eV: 9.63
SMILES: CNC1CC1
Multiplicity: 1
Net charge: 0

Each line ends with the natural charge from an NBO analysis.
Cartesian coordinates (Å):
1 C -1.47059 1.03613 -0.98356  -0.400
2 N -0.40820 1.04653 0.04231  -0.616
3 C -0.02684 -0.20790 0.66277  -0.052
4 C 1.33614 -0.52192 1.12234  -0.427
5 C 0.83662 -1.25370 -0.06657  -0.465
6 H -2.38971 0.64478 -0.53663  0.191
7 H -1.55843 2.02933 -1.28949  0.200
8 H -1.19431 0.30006 -1.83086  0.161
9 H 0.38994 1.54245 -0.44505  0.350
10 H -0.88342 -0.67904 1.19567  0.197
11 H 1.39720 -1.00293 2.11020  0.223
12 H 2.08137 0.32037 0.98595  0.212
13 H 1.19608 -0.91799 -1.04381  0.211
14 H 0.69415 -2.33618 0.07672  0.217



Energetically preferred structure: #c | next structure: +0.0839 hartree



#a
Entry from the OMol25 dataset: C4H9N in the gas phase (ωB97M-V with the def2-TZVPD basis set).

Properties
HOMO in eV: -9.9
Kohn-Sham gap in eV: 11.10
SMILES: C=NCCC
Multiplicity: 1
Net charge: 0

Each line ends with the natural charge from an NBO analysis.
Cartesian coordinates (Å):
1 C -1.71931 -0.50978 -1.30496  -0.094
2 N -0.61848 -0.98797 -0.98701  -0.375
3 C -0.26691 -0.81944 0.41537  -0.264
4 C 1.14552 -0.17772 0.53057  -0.402
5 C 0.88802 1.35359 0.30232  -0.625
6 H -1.92136 -0.74900 -2.34839  0.191
7 H -2.32467 -0.08788 -0.51847  0.151
8 H -0.08692 -1.77036 0.91520  0.199
9 H -1.02344 -0.36310 0.95257  0.164
10 H 1.56687 -0.53706 1.50329  0.208
11 H 1.81082 -0.47519 -0.35781  0.218
12 H 0.40612 1.55533 -0.71008  0.221
13 H 0.21477 1.62874 1.18463  0.199
14 H 1.92898 1.93985 0.42277  0.209



#b
Entry from the OMol25 dataset: C4H9N in the gas phase (ωB97M-V with the def2-TZVPD basis set).

Properties
HOMO in eV: -8.4
Kohn-Sham gap in eV: 9.62
SMILES: C=CNCC
Multiplicity: 1
Net charge: 0

Each line ends with the natural charge from an NBO analysis.
Cartesian coordinates (Å):
1 C -0.61822 0.50914 -2.44205  -0.412
2 C -0.27117 0.87440 -1.18197  -0.024
3 N 0.42405 0.04292 -0.30098  -0.690
4 C -0.25896 -0.56001 0.87808  -0.214
5 C 0.61726 -0.39984 2.09591  -0.618
6 H -1.23064 1.22732 -2.96794  0.191
7 H -0.36953 -0.40303 -2.96812  0.192
8 H -0.19191 1.96188 -1.14040  0.192
9 H 1.14281 -0.60355 -0.58334  0.376
10 H -0.61849 -1.54668 0.54411  0.181
11 H -1.24795 -0.10278 1.05043  0.194
12 H 0.86285 0.67289 2.12275  0.221
13 H 1.60916 -0.84617 1.90960  0.200
14 H 0.15073 -0.82648 2.98392  0.211



Energetically preferred structure: #a | next structure: +0.0026 hartree



#a
Entry from the OMol25 dataset: C4H9N in the gas phase (ωB97M-V with the def2-TZVPD basis set).

Properties
HOMO in eV: -9.2
Kohn-Sham gap in eV: 10.18
SMILES: C=C(C)CN
Multiplicity: 1
Net charge: 0

Each line ends with the natural charge from an NBO analysis.
Cartesian coordinates (Å):
1 C 1.19266 -1.02705 -0.54366  -0.417
2 C 0.13542 -0.21612 -0.42934  -0.009
3 C -1.04516 -0.31475 -1.35149  -0.637
4 C -0.10216 0.78375 0.58554  -0.262
5 N 0.77819 0.69707 1.71860  -0.819
6 H 1.95608 -1.01857 0.29430  0.215
7 H 1.24201 -1.74078 -1.36708  0.202
8 H -1.35455 0.74413 -1.60669  0.208
9 H -0.80958 -0.83119 -2.30867  0.221
10 H -1.94770 -0.72632 -0.79016  0.218
11 H 0.05397 1.83371 0.30318  0.208
12 H -1.17862 0.77171 0.83391  0.167
13 H 0.41682 1.33221 2.52472  0.359
14 H 0.66262 -0.28780 2.13685  0.345



#b
Entry from the OMol25 dataset: C4H9N in the gas phase (ωB97M-V with the def2-TZVPD basis set).

Properties
HOMO in eV: -8.5
Kohn-Sham gap in eV: 9.80
SMILES: CNC1CC1
Multiplicity: 1
Net charge: 0

Each line ends with the natural charge from an NBO analysis.
Cartesian coordinates (Å):
1 C 1.94278 0.26680 -0.01623  -0.406
2 N 0.86242 -0.70544 -0.06802  -0.616
3 C -0.37559 -0.32664 0.53976  -0.050
4 C -1.64543 -0.38712 -0.25950  -0.428
5 C -1.03063 0.96789 -0.09706  -0.455
6 H 2.25439 0.33146 1.02185  0.197
7 H 2.75899 -0.02781 -0.75437  0.205
8 H 1.61176 1.36365 -0.32385  0.153
9 H 0.65246 -0.90305 -1.02522  0.350
10 H -0.51716 -0.39137 1.63727  0.198
11 H -2.47343 -0.63352 0.44478  0.217
12 H -1.72350 -0.91642 -1.20189  0.214
13 H -0.39201 1.37328 -0.86519  0.212
14 H -1.55525 1.61630 0.54088  0.210



Energetically preferred structure: #a | next structure: +0.0189 hartree



#a
Entry from the OMol25 dataset: C4H9N in the gas phase (ωB97M-V with the def2-TZVPD basis set).

Properties
HOMO in eV: -8.7
Kohn-Sham gap in eV: 9.90
SMILES: C1CCNC1
Multiplicity: 1
Net charge: 0

Each line ends with the natural charge from an NBO analysis.
Cartesian coordinates (Å):
1 C 0.59754 -0.88631 0.73563  -0.422
2 C 1.19102 0.44432 0.21235  -0.426
3 C 0.11550 1.07699 -0.66204  -0.230
4 N -1.14809 0.35272 -0.44562  -0.626
5 C -0.79594 -0.96039 0.07732  -0.228
6 H 0.53321 -0.79973 1.81988  0.199
7 H 1.18959 -1.76445 0.48909  0.210
8 H 1.47092 1.06854 1.05926  0.202
9 H 2.10182 0.35209 -0.38221  0.208
10 H 0.02496 2.14309 -0.44076  0.196
11 H 0.36344 1.03554 -1.72291  0.181
12 H -1.77180 0.85484 0.14848  0.358
13 H -1.50505 -1.32610 0.81810  0.198
14 H -0.76719 -1.66095 -0.76366  0.178



#b
Entry from the OMol25 dataset: C4H9N in the gas phase (ωB97M-V with the def2-TZVPD basis set).

Properties
HOMO in eV: -6.4
Kohn-Sham gap in eV: 5.89
Multiplicity: 1
Net charge: 0

Each line ends with the natural charge from an NBO analysis.
Cartesian coordinates (Å):
1 C 1.76878 0.59822 0.73462  -0.643
2 N -1.53354 -0.84042 0.78342  -0.674
3 C -0.53567 -0.26766 -0.06599  -0.115
4 C 0.91474 -0.39087 -0.04264  -0.231
5 C -1.21839 0.17257 -1.35367  -0.606
6 H 1.15620 0.15122 1.52952  0.258
7 H 2.84279 0.41990 0.69283  0.233
8 H 1.45287 1.65785 0.66961  0.221
9 H -1.14576 -1.28293 1.62285  0.330
10 H -0.86918 0.42656 0.82108  0.372
11 H 1.17544 -1.41920 -0.28202  0.203
12 H -1.36455 -0.72644 -1.97051  0.221
13 H -0.50633 0.76466 -1.95285  0.213
14 H -2.13738 0.73654 -1.18624  0.217



#c
Entry from the OMol25 dataset: C4H9N in the gas phase (ωB97M-V with the def2-TZVPD basis set).

Properties
HOMO in eV: -9.1
Kohn-Sham gap in eV: 10.41
SMILES: NC1CCC1
Multiplicity: 1
Net charge: 0

Each line ends with the natural charge from an NBO analysis.
Cartesian coordinates (Å):
1 N -1.98028 -0.15517 -0.07337  -0.825
2 C -0.62087 -0.04692 0.43153  -0.039
3 C 0.38601 -1.10746 -0.05573  -0.404
4 C 1.49120 -0.03586 0.01135  -0.403
5 C 0.37498 1.03481 -0.07959  -0.422
6 H -1.98953 -0.04872 -1.08077  0.349
7 H -2.56796 0.59068 0.29999  0.356
8 H -0.65830 -0.04698 1.52431  0.186
9 H 0.50695 -2.02430 0.53097  0.206
10 H 0.17237 -1.37044 -1.09389  0.196
11 H 2.25190 -0.03054 -0.77948  0.204
12 H 1.98438 -0.02566 0.97884  0.200
13 H 0.17143 1.30078 -1.12380  0.195
14 H 0.47772 1.96579 0.50965  0.202



#d
Entry from the OMol25 dataset: a molecular structure, C4H9N (ωB97M-V with the def2-TZVPD basis set).

Properties
HOMO (spin up / spin down) in eV: -7.1 / -7.1
Kohn-Sham gap (spin up / spin down) in eV: 7.71 / 7.71
Multiplicity: 1
Net charge: 0

Each line ends with the natural charge from an NBO analysis.
Cartesian coordinates (Å):
1 C -0.31758 0.65382 -1.40706  -0.415
2 C -0.83761 0.79394 0.81591  -0.311
3 C -1.01463 -0.28534 1.53918  -0.518
4 H -1.38641 1.72931 0.90093  0.175
5 H 0.14314 0.18466 -2.27388  0.177
6 H -1.32756 0.27962 -1.28576  0.207
7 H -0.27265 1.73232 -1.48298  0.206
8 H -1.72662 -0.37772 2.35905  0.199
9 H -0.42991 -1.19502 1.33648  0.170
10 C 1.49882 -1.10805 -0.20757  -0.139
11 N 1.24112 0.13234 -0.42908  -0.512
12 H 1.25390 0.75703 0.37916  0.399
13 H 1.34184 -1.82662 -1.00529  0.178
14 H 1.83415 -1.47030 0.76091  0.184



Energetically preferred structure: #a | next structure: +0.0126 hartree